# 1
# C43H106FNbO16P

A molecular structure, C43H106FNbO16P (ωB97M-V/def2-TZVPD, the Open Molecules 2025 dataset).

Geometry (Å):
Nb 1.57 1.08 3.35
P 0.83 3.93 -1.43
F 0.45 -3.55 1.11
O 0.36 2.92 -6.55
O -2.28 4.96 -7.45
O -4.35 -4.32 -2.05
O -0.70 3.27 -0.93
O -0.10 4.21 6.21
O 9.12 2.41 5.88
O 1.52 2.76 -2.56
O 3.17 -2.89 0.65
O -1.47 -10.19 0.26
O 4.80 1.00 5.19
O -7.45 4.66 -6.82
O -3.34 -0.59 -4.04
O -3.56 2.13 8.74
O -1.34 -6.84 4.04
O 0.56 5.29 -2.20
O 4.43 0.73 -9.08
C 3.75 -3.21 -0.61
C 1.18 3.43 -8.75
C -7.62 3.31 -7.24
C -0.31 1.20 -3.60
C 3.71 0.54 2.82
C 0.97 2.36 -7.70
C -4.85 4.16 8.75
C -7.64 3.23 -8.75
C 6.33 -4.38 4.03
C 8.54 2.80 7.11
C 0.69 -0.75 2.27
C -1.53 -11.55 -0.13
C 4.88 -4.14 4.80
C 7.24 -3.21 3.34
C 5.05 -0.09 -8.09
C 7.70 1.67 7.67
C 5.20 -1.42 4.16
C -0.16 3.60 8.54
C 4.38 0.12 -6.75
C -4.31 5.47 -6.26
C 3.33 -2.19 -1.65
C -0.39 -3.16 2.31
C -4.26 3.05 7.91
C 4.58 0.13 4.18
C 6.65 -1.66 3.41
C -0.97 -11.70 -1.54
C 0.41 -2.04 3.25
C -1.05 -7.97 3.22
C 2.58 2.98 0.82
C 1.25 2.25 1.42
C -6.09 -3.57 -0.57
C -0.69 -7.51 1.83
C -4.16 -0.25 -2.94
C -1.52 4.23 -0.17
C 0.61 2.56 -3.70
C 4.29 -2.60 4.86
C 0.51 3.39 7.20
C -5.75 -4.36 -1.82
C -0.53 1.82 4.02
C 2.05 4.32 -0.01
C -3.53 -0.75 -1.65
C -2.86 5.85 -6.51
C -3.09 3.66 -0.26
H 4.83 -3.21 -0.49
H -2.00 -9.67 -0.37
H 1.58 3.64 7.24
H -2.08 -6.37 3.64
H -6.79 2.72 -6.83
H 3.18 2.31 0.04
H -5.55 3.76 9.49
H -5.77 -2.53 -0.67
H 3.31 -0.12 -6.81
H -0.04 0.50 -2.71
H -3.43 3.78 -1.38
H 3.66 -0.40 2.08
H 1.66 5.11 0.76
H -0.50 3.30 -6.82
H -3.92 -4.71 -1.27
H 0.32 1.56 -8.08
H -7.77 2.19 -9.08
H 2.23 2.57 4.21
H 4.21 -4.99 5.27
H -4.15 -0.49 -0.79
H -0.94 -12.14 0.58
H -4.27 0.84 -2.91
H 7.94 3.70 6.95
H -1.26 1.58 3.14
H 4.95 -1.13 -8.41
H 1.41 -2.56 3.59
H -0.01 5.13 6.50
H -6.26 -3.93 -2.69
H 6.90 1.41 6.97
H 8.30 0.78 7.81
H 4.45 1.17 -6.44
H -5.39 4.88 8.12
H -1.50 5.33 -0.58
H 6.11 0.17 -8.04
H -6.07 -5.40 -1.72
H -2.79 6.87 -6.90
H 3.26 -2.34 5.36
H -1.93 -8.62 3.20
H -3.03 2.49 -0.03
H 0.42 3.06 1.61
H -6.71 3.62 -9.17
H -1.28 4.27 0.99
H 1.36 -1.04 1.33
H -8.19 5.17 -7.18
H 1.92 1.92 -7.41
H 3.43 -4.22 -0.89
H -1.34 -2.63 1.84
H -1.22 3.36 8.48
H -3.55 3.45 7.18
H 1.65 3.01 -9.65
H -3.40 -1.84 -1.68
H -4.77 6.14 -5.53
H 0.31 2.97 9.31
H 0.19 -6.85 1.86
H -0.77 1.26 5.02
H -4.21 1.77 9.38
H 3.63 -1.19 -1.35
H -2.57 -11.88 -0.08
H 0.06 -11.35 -1.58
H -8.55 2.93 -6.81
H 1.30 2.43 -4.66
H 2.20 -2.90 0.54
H -2.80 5.03 -8.27
H -1.45 1.49 -3.49
H -0.72 -4.11 2.91
H -0.08 4.65 8.85
H 1.68 0.11 4.88
H -0.22 -8.52 3.67
H 2.24 -2.17 -1.75
H 7.25 1.96 8.62
H 8.26 -3.35 2.78
H -1.55 -11.10 -2.25
H -0.35 -0.38 1.81
H -5.57 -3.98 0.30
H -0.46 -8.36 1.18
H -4.88 5.50 -7.19
H -2.53 -0.32 -1.52
H -4.07 4.69 9.30
H -1.51 -6.94 1.38
H -5.15 -0.69 -3.08
H 8.39 2.20 5.26
H 3.34 3.32 1.66
H 3.02 4.78 -0.53
H -8.46 3.84 -9.16
H 0.42 2.35 6.88
H -2.29 5.79 -5.58
H 4.33 1.40 2.30
H 4.53 1.66 -8.79
H -0.46 2.99 4.18
H -0.33 -1.81 4.14
H 9.35 3.05 7.80
H -7.17 -3.58 -0.38
H -1.01 -12.75 -1.85
H 0.88 1.48 0.59
H 7.20 -0.74 2.94
H 1.81 4.23 -8.36
H -3.80 4.16 0.52
H 0.22 3.88 -9.04
H 3.77 -2.42 -2.62
H -4.37 4.44 -5.88
H 6.73 -5.49 3.99
H -5.04 2.51 7.37
H 4.84 -0.50 -5.98
H -0.11 3.45 -3.92
H -0.20 0.62 -4.64
H -3.26 -1.56 -4.06

Computed properties:
Relative energy (zero: lowest compared OMol25 entry of this formula, charge and spin) = 348.1 kcal per mole
HOMO level = -4.91 eV
Spin multiplicity = 1
Net charge = -1
Strongest force on any atom = 7.93 eV/A
E_tot = -3403.2046 Ha
Lowest unoccupied orbital energy = 1.54 eV


# 2
# C6H20BO2Rb3

A molecular structure, C6H20BO2Rb3 (ωB97M-V/def2-TZVPD, the Open Molecules 2025 dataset).

Geometry (Å):
Rb 14.98 -8.35 -9.09
Rb 19.35 -6.37 -9.89
Rb 20.22 -7.69 -5.81
O 15.62 -9.72 -5.54
O 21.30 -10.36 -6.42
C 13.63 -9.38 -4.08
C 15.70 -7.82 -3.95
C 20.12 -10.95 -8.53
C 20.50 -11.34 -7.06
C 19.19 -11.50 -6.16
C 14.79 -8.72 -4.85
B 17.54 -7.79 -7.46
H 15.34 -6.79 -3.96
H 18.00 -6.98 -6.91
H 18.31 -12.06 -6.50
H 16.66 -8.14 -6.94
H 19.41 -11.67 -8.95
H 17.40 -7.59 -8.51
H 16.17 -9.23 -6.15
H 13.97 -10.02 -3.26
H 14.23 -8.14 -5.59
H 21.09 -12.25 -7.08
H 15.75 -8.29 -2.96
H 19.77 -9.92 -8.57
H 18.25 -8.60 -7.44
H 16.69 -7.86 -4.40
H 22.02 -10.02 -6.95
H 18.77 -10.52 -5.96
H 12.71 -9.79 -4.48
H 20.95 -10.92 -9.24
H 19.42 -12.02 -5.23
H 13.11 -8.61 -3.52

Computed properties:
Relative energy (zero: lowest compared OMol25 entry of this formula, charge and spin) = 36.2 kcal per mole
HOMO level = -14.73 eV
Spin multiplicity = 1
Net charge = +2
Strongest force on any atom = 4.36 eV/A
E_tot = -487.6194 Ha
Lowest unoccupied orbital energy = -6.61 eV


# 3
# C27H26N7PdS

A molecular structure, C27H26N7PdS (ωB97M-V/def2-TZVPD, the Open Molecules 2025 dataset).

Geometry (Å):
Pd -0.16 0.13 -0.13
S -2.45 -0.89 0.00
N -0.03 0.07 2.15
N 1.26 -1.42 -0.17
N -3.10 -3.25 1.10
N -1.79 2.20 1.07
N 1.79 -1.93 0.97
N -2.67 -3.24 -1.16
N -1.11 2.00 -0.08
C 0.32 1.45 4.08
C -2.76 -2.59 -0.01
C 3.40 -1.98 -0.54
C 2.23 -1.43 -1.09
C 3.07 -2.30 0.76
C -3.47 -3.58 4.73
C -3.66 -1.55 2.83
C -3.32 -2.85 2.43
C -1.28 4.65 5.24
C 1.25 -3.33 2.82
C 1.06 -2.13 2.16
C -3.02 2.70 0.78
C -3.13 2.81 -0.58
C -3.90 -1.28 4.16
C -0.37 -1.44 3.99
C 0.69 -3.60 4.07
C -1.18 2.23 2.34
C -0.92 3.49 4.42
C -3.24 -3.86 3.40
C -1.47 3.32 3.14
C 0.22 -1.12 2.74
C -3.80 -2.29 5.12
C -0.12 -2.61 4.64
C 0.01 2.53 4.86
C -1.90 2.37 -1.08
C 0.93 -4.90 4.74
C -0.30 1.21 2.83
H -1.56 2.36 -2.11
H 4.34 -2.11 -1.03
H -0.56 -2.78 5.61
H 0.42 -5.70 4.21
H -2.12 4.09 2.76
H -4.21 -0.30 4.47
H 2.06 -1.08 -2.09
H -3.21 -4.25 0.99
H -2.98 -4.20 -1.28
H -3.41 -4.36 5.47
H 0.58 -4.89 5.77
H -1.09 4.49 6.30
H -1.03 -0.70 4.42
H -3.80 -0.77 2.10
H -2.47 -2.74 -2.02
H -0.68 5.52 4.95
H 3.68 -2.74 1.53
H -3.97 3.17 -1.15
H -4.00 -2.07 6.16
H -2.32 4.95 5.08
H 0.49 2.65 5.82
H 1.06 0.73 4.42
H -3.74 2.91 1.55
H -3.00 -4.87 3.10
H 1.99 -5.16 4.72
H 1.88 -4.08 2.36

Computed properties:
HOMO level = -16.52 eV
Spin multiplicity = 1
Net charge = +3
Strongest force on any atom = 1.80 eV/A
E_tot = -1952.8215 Ha
Lowest unoccupied orbital energy = -11.94 eV


# 4
# C10H13O2

2 unconnected molecules or ions with the total composition C10H13O2 (ωB97M-V/def2-TZVPD, the Open Molecules 2025 dataset).

Geometry (Å):
O 0.50 3.14 1.65
O 2.38 2.44 2.42
C -1.19 0.00 -0.99
C -1.41 1.37 -0.49
C 1.28 2.29 1.99
C 1.83 -0.15 1.73
C -0.47 -2.45 -2.13
C 0.72 0.76 2.24
C 0.01 -1.19 -2.73
C -1.32 -2.40 -1.06
C -0.36 -0.06 -2.11
C -1.59 -1.21 -0.34
H -0.05 0.69 1.60
H -0.50 1.86 0.04
H -2.16 -1.25 0.49
H 1.74 -0.35 0.64
H 2.00 -1.10 2.09
H -0.36 -3.48 -2.59
H 2.80 0.40 1.82
H -1.58 2.03 -1.42
H 0.73 -1.23 -3.57
H 0.23 0.83 -2.38
H 0.45 0.88 3.30
H -1.50 -3.25 -0.50
H -2.18 1.43 0.31

Computed properties:
Relative energy (zero: lowest compared OMol25 entry of this formula, charge and spin) = 56.6 kcal per mole
HOMO level (spin up / spin down) = -8.94 / -8.93 eV
Expectation value of S² = 0.760
Spin multiplicity = 2
Net charge = 0
Strongest force on any atom = 8.93 eV/A
E_tot = -539.1699 Ha
Lowest unoccupied orbital energy (spin up / spin down) = 0.83 / -3.91 eV


# 5
# C50H80N10O5S5

15 unconnected molecules or ions with the total composition C50H80N10O5S5 (ωB97M-V/def2-TZVPD, the Open Molecules 2025 dataset).

Geometry (Å):
S -9.17 -8.18 -18.64
S -17.67 -2.21 -22.99
S -12.66 -3.97 -12.74
S -14.77 -9.75 -21.05
S -11.49 -7.54 -24.23
O -9.17 -7.54 -20.00
O -18.82 -1.61 -23.82
O -10.47 -8.64 -24.46
O -14.92 -8.22 -20.66
O -11.92 -5.29 -12.88
N -15.33 -6.97 -25.69
N -8.88 -1.43 -16.65
N -15.03 1.77 -17.08
N -20.25 -5.92 -19.63
N -9.62 -5.07 -14.26
N -14.89 -4.42 -19.23
N -9.56 -2.39 -22.43
N -14.23 -7.35 -17.43
N -12.24 -0.28 -22.75
N -17.95 -2.36 -15.57
C -15.87 -10.70 -19.91
C -14.03 -5.19 -19.96
C -9.31 -1.96 -17.86
C -13.11 -10.27 -20.43
C -19.30 -5.27 -18.85
C -14.60 -0.07 -18.22
C -14.70 -5.92 -23.81
C -13.20 -3.61 -14.46
C -14.26 -5.14 -24.90
C -15.44 -8.50 -15.97
C -11.12 -0.95 -16.86
C -11.44 -2.67 -12.36
C -17.21 -0.88 -21.75
C -14.58 -5.84 -26.02
C -8.35 -5.54 -13.99
C -15.90 -0.23 -17.65
C -14.15 -3.84 -18.22
C -7.97 -3.88 -22.00
C -14.22 -8.16 -15.40
C -10.16 -3.44 -21.69
C -17.35 -3.18 -16.47
C -17.53 -2.76 -14.29
C -19.62 -6.77 -20.51
C -10.86 -8.97 -18.46
C -13.62 -2.05 -22.87
C -9.96 -0.80 -16.06
C -18.07 -5.69 -19.36
C -7.40 -4.94 -14.73
C -16.65 -4.15 -15.71
C -14.09 1.11 -17.86
C -18.28 -6.68 -20.33
C -13.54 -7.43 -16.28
C -10.68 -1.72 -17.95
C -9.45 -4.22 -15.31
C -15.34 -7.06 -24.34
C -16.15 0.97 -16.99
C -12.85 -1.12 -23.62
C -9.34 -6.80 -17.42
C -15.39 -8.07 -17.28
C -11.21 -7.18 -22.41
C -12.46 -0.72 -21.47
C -10.66 -5.99 -24.82
C -16.72 -3.82 -14.35
C -9.18 -4.37 -21.43
C -12.74 -5.05 -19.48
C -8.12 -4.22 -15.67
C -8.25 -2.63 -22.56
C -13.40 -1.75 -21.50
C -12.85 -4.32 -18.31
C -18.39 -3.37 -21.76
H -10.09 -1.56 -22.67
H -13.03 -10.03 -19.37
H -20.24 -7.34 -21.20
H -14.75 -3.29 -17.51
H -16.10 -4.99 -16.12
H -16.33 -4.35 -13.50
H -18.49 -1.56 -15.86
H -12.90 -11.34 -20.52
H -6.99 -4.32 -21.96
H -17.61 -3.06 -17.51
H -10.78 -2.52 -13.21
H -8.64 -2.38 -18.59
H -10.45 -5.28 -13.72
H -11.55 -8.02 -21.80
H -15.83 -7.85 -23.79
H -11.77 -5.31 -19.88
H -13.38 -4.56 -14.97
H -16.63 -1.03 -17.63
H -16.94 -10.51 -20.06
H -14.35 -2.78 -23.17
H -13.19 1.66 -18.06
H -11.99 -0.19 -20.66
H -16.30 -1.12 -21.20
H -11.57 -8.20 -18.75
H -10.08 -6.03 -17.61
H -11.03 -9.39 -17.46
H -17.07 0.11 -22.20
H -19.10 -2.91 -21.06
H -16.20 -8.12 -17.99
H -8.36 -6.33 -17.35
H -17.93 -2.22 -13.44
H -17.15 -5.35 -18.90
H -19.60 -4.57 -18.08
H -13.90 -8.32 -14.38
H -12.01 -4.08 -17.68
H -21.23 -5.68 -19.59
H -15.51 -11.71 -20.08
H -12.38 -9.71 -21.01
H -14.06 -6.81 -18.28
H -10.14 -7.13 -22.21
H -14.17 -3.12 -14.59
H -12.08 -0.52 -16.63
H -13.66 -4.25 -24.88
H -15.85 -7.51 -26.36
H -7.93 -1.40 -16.30
H -11.92 -1.80 -11.90
H -7.58 -1.87 -22.94
H -9.46 -7.22 -16.42
H -11.24 -3.43 -21.56
H -11.61 0.45 -23.04
H -18.99 -4.11 -22.28
H -18.03 -0.72 -21.05
H -17.44 -7.24 -20.73
H -10.80 -3.13 -11.61
H -8.24 -6.09 -13.07
H -10.91 -9.65 -19.31
H -7.63 -3.64 -16.44
H -9.30 -5.34 -20.99
H -12.61 -6.89 -16.28
H -15.88 -4.29 -19.41
H -14.41 -5.70 -27.08
H -11.17 -5.10 -24.45
H -9.62 -5.99 -24.51
H -14.07 -0.84 -18.76
H -16.34 -8.87 -15.49
H -14.51 -5.70 -22.77
H -15.58 -10.44 -18.89
H -6.34 -5.12 -14.61
H -11.25 -2.07 -18.79
H -12.84 -0.90 -24.67
H -12.40 -3.06 -14.95
H -16.97 1.38 -16.42
H -14.40 -5.77 -20.80
H -11.83 -6.38 -22.00
H -9.82 -0.24 -15.15
H -14.91 2.75 -16.86
H -13.77 -2.25 -20.61
H -10.30 -3.73 -15.76
H -17.63 -3.93 -21.21
H -10.62 -5.93 -25.91

Computed properties:
Relative energy (zero: lowest compared OMol25 entry of this formula, charge and spin) = 37.5 kcal per mole
HOMO level = -7.78 eV
Spin multiplicity = 1
Net charge = 0
Strongest force on any atom = 3.60 eV/A
E_tot = -4867.5794 Ha
Lowest unoccupied orbital energy = 0.31 eV


# 6
# C4H9N

C4H9N in the gas phase (ωB97M-V/def2-TZVPD, the Open Molecules 2025 dataset).

Geometry (Å):
N -1.94 -1.40 1.01
C 1.00 0.34 -0.28
C -0.69 -1.38 0.26
C 1.49 1.69 -0.66
C -0.25 -0.05 -0.18
H -1.14 0.65 -0.33
H 0.75 2.49 -1.03
H 1.65 -0.45 0.08
H 2.01 2.18 0.17
H -0.86 -2.00 -0.58
H -2.70 -1.02 0.42
H 2.22 1.55 -1.52
H -1.72 -0.82 1.75
H 0.17 -1.79 0.90

Computed properties:
Relative energy (zero: lowest compared OMol25 entry of this formula, charge and spin) = 23.9 kcal per mole
HOMO level = -9.20 eV
Spin multiplicity = 1
Net charge = 0
Strongest force on any atom = 2.81 eV/A
E_tot = -212.5131 Ha
SMILES = C/C=C/CN
Lowest unoccupied orbital energy = 1.19 eV


# 7
# C6H13NO

A gas-phase ion, C6H13NO (charge +1) (ωB97M-V/def2-TZVPD, the Open Molecules 2025 dataset).

Geometry (Å):
O 2.78 -0.72 1.54
N -0.62 -0.43 0.55
C -1.36 0.79 0.32
C 0.70 -0.22 -0.01
C 1.71 0.21 1.14
C 0.59 0.87 -1.15
C -1.30 -1.60 0.09
C -0.94 1.19 -1.21
H 1.13 -1.04 -0.51
H -2.10 -1.35 -0.57
H 1.01 0.37 2.01
H 1.10 1.75 -0.77
H 2.40 0.98 0.92
H 2.38 -1.76 1.57
H -1.49 0.53 -1.97
H -1.18 1.68 1.01
H -1.56 -2.34 0.87
H -2.39 0.58 0.20
H -1.28 2.29 -1.37
H 1.10 0.53 -2.02
H -0.67 -2.32 -0.64

Computed properties:
Relative energy (zero: lowest compared OMol25 entry of this formula, charge and spin) = 63.0 kcal per mole
HOMO level (spin up / spin down) = -14.28 / -14.25 eV
Expectation value of S² = 0.754
Spin multiplicity = 2
Net charge = +1
Strongest force on any atom = 5.41 eV/A
E_tot = -366.0096 Ha
Lowest unoccupied orbital energy (spin up / spin down) = -2.84 / -7.95 eV